DFT (ωB97M-V with the def2-TZVPD basis set) results for a 2-piece molecular cluster, C22H20FN2 overall at a distorted geometry.

Geometry as ORCA input:
```
! wB97M-V def2-TZVPD RIJCOSX def2/J DEFGRID3
* xyz 1 1
C -4.17 -1.63 0.23
C -2.77 -2.16 0.23
C -1.70 -1.25 0.24
C -0.39 -1.75 0.23
C -0.19 -3.15 0.21
C -1.23 -4.06 0.19
C -2.53 -3.54 0.20
N 1.20 -3.31 0.18
C 1.77 -2.07 0.19
C 3.25 -1.94 0.17
N 0.85 -1.12 0.22
H -4.89 -2.45 0.22
H -4.37 -1.01 1.12
H -4.36 -0.99 -0.64
H -1.84 -0.18 0.26
H -1.01 -5.13 0.18
H -3.40 -4.21 0.19
H 1.71 -4.19 0.16
H 3.52 -0.88 0.14
H 3.68 -2.40 1.07
H 3.65 -2.45 -0.71
F 2.82 2.71 -4.92
C 2.37 2.38 -3.67
C 3.26 1.77 -2.78
C 2.80 1.46 -1.51
C 1.45 1.71 -1.11
C 1.08 1.29 0.19
C 0.07 1.78 1.06
C 0.22 1.47 2.45
C -0.75 1.83 3.37
C -1.91 2.50 2.96
C -2.06 2.84 1.61
C -1.08 2.52 0.67
C 0.60 2.34 -2.06
C 1.07 2.70 -3.32
H 4.29 1.58 -3.07
H 3.47 1.00 -0.79
H 1.84 0.69 0.69
H 1.13 0.94 2.76
H -0.59 1.61 4.43
H -2.67 2.78 3.68
H -2.95 3.39 1.28
H -1.22 2.83 -0.36
H -0.45 2.51 -1.83
H 0.42 3.24 -4.02
*
```

orbital gap = 0.22027 Eh
energy above the lowest of the compared OMol25 structures with the same formula, charge and spin = 39.9 kJ/mol
DFT total energy = -1059.47679 Ha
E_HOMO = -11.13 eV